Here is a cluster of 2 separate species, C4H11N2O in total in a non-equilibrium geometry from OMol25. Energies are from ωB97M-V/def2-TZVPD.

The calculation puts the energy above the lowest of the compared OMol25 structures with the same formula, charge and spin at 5.122 eV. The net charge is +1. The calculation puts the frontier orbital gap at 9.50 eV. The calculation puts the strongest force on any atom at 5.5 eV/A. The value obtained for the highest occupied orbital energy is -12.53 eV.

XYZ file:
```
18
Properties=species:S:1:pos:R:3:forces:R:3:mulliken_charge:R:1
C -0.826 2.115 -0.877 -1.345 -0.990 -0.715 -0.10
C -1.358 -1.197 1.757 0.934 1.043 -5.294 -0.85
C 1.711 -0.450 -1.476 -2.937 4.397 0.722 -0.79
C 0.590 -0.013 0.636 0.965 2.277 1.842 0.13
N -0.246 -0.134 1.642 -2.065 -2.968 -0.575 -0.09
N 0.674 -0.800 -0.394 2.432 0.912 -1.922 -0.11
O -1.056 3.247 -1.459 -2.046 -1.479 -0.258 -0.33
H -1.849 1.521 -1.061 1.442 1.085 0.717 0.11
H -2.209 -0.950 1.043 1.009 0.179 0.911 0.30
H -1.008 -2.140 1.340 0.248 -0.142 0.565 0.27
H -1.750 -1.290 2.689 -0.541 -0.074 2.825 0.36
H 2.116 -1.240 -1.959 1.647 -2.877 -0.519 0.38
H 1.161 0.047 -2.344 0.342 -0.366 1.332 0.27
H 2.413 0.355 -1.100 -0.581 -1.412 -0.285 0.27
H 1.365 0.820 0.705 -1.514 -0.947 -0.135 0.30
H -0.317 0.426 2.445 0.926 1.469 0.608 0.26
H -0.276 3.725 -1.620 1.964 1.390 0.236 0.36
H 0.512 -1.757 -0.267 -0.878 -1.498 -0.054 0.25
```
Forces are in eV/Å.